Density functional theory data (ωB97M-V with the def2-TZVPD basis set) for a molecular structure, C5H7NO.

Summary:
* orbital gap: 7.41 eV
* 2S+1: 1
* highest occupied orbital energy: -0.265 hartree
* strongest force on any atom: 0.01010 Eh/bohr

Each line ends with the natural charge from an NBO analysis.
Atoms and positions in Å:
1 O 1.53 -0.71 -1.10  -0.72
2 C 1.07 -0.32 0.18  0.02
3 C 0.53 1.08 0.38  -0.16
4 C -0.93 0.92 0.25  0.04
5 C -1.25 -0.69 -0.60  -0.54
6 C -0.32 -0.91 0.41  0.18
7 N -0.39 0.96 1.53  -0.62
8 H 2.38 -0.28 -1.25  0.48
9 H 1.77 -0.62 0.97  0.18
10 H 1.08 2.00 0.16  0.19
11 H -1.72 1.54 -0.17  0.21
12 H -0.90 -0.49 -1.61  0.26
13 H -2.27 -1.05 -0.48  0.23
14 H -0.57 -1.45 1.32  0.24